{"formula": "C4H6N4O", "method": "the ωB97M-V functional and the def2-TZVPD basis", "e_homo_ev": -10.34, "de_lowest_kj_mol": 729.0, "orbital_gap_ha": 0.394, "charge": 0, "lumo_energy_ev": 0.39, "mol_weight_da": 126.12, "elements": ["O", "N", "N", "N", "N", "C", "C", "C", "C", "H", "H", "H", "H", "H", "H"], "xyz": [[1.2465, 1.8107, 0.2866], [1.8908, -0.6610, -1.1075], [-0.3004, -1.0460, -0.6829], [0.1235, -1.7757, -1.9339], [1.3367, -1.3867, -2.2090], [-1.3917, -0.7374, 0.2670], [-0.9452, 0.9604, 0.4698], [0.8699, -0.5310, -0.2623], [0.5098, 0.5883, 0.8577], [-1.7208, 1.8555, 1.2234], [-2.3968, -1.0748, -0.2313], [-0.7480, 1.5830, -0.7557], [-1.2367, -1.4125, 1.4612], [2.1802, 1.5486, 0.5157], [0.5822, 0.2788, 2.1010]], "nbo_charge": [-0.71, -0.33, -0.30, -0.03, -0.01, -0.24, -0.43, 0.34, -0.01, 0.27, 0.25, 0.27, 0.21, 0.48, 0.23]}